# C48H128O48S16

A 16-piece molecular cluster, C48H128O48S16 overall at a distorted geometry (ωB97M-V with the def2-TZVPD basis set, OMol25).

Structure (XYZ):
```
240
Properties=species:S:1:pos:R:3:forces:R:3
O -0.468 6.424 3.349 0.538 1.158 1.470
S -0.343 6.479 4.795 1.524 0.145 1.848
O 0.937 6.713 5.564 -3.342 -0.749 -2.626
O -1.395 7.610 5.406 1.495 -0.970 -2.350
C -1.781 7.460 6.745 -0.580 -0.482 1.166
C -2.876 8.487 6.983 0.091 -0.674 -0.080
C -1.072 4.872 5.299 1.639 1.465 -0.228
H -1.000 7.583 7.496 0.598 0.360 -0.465
H -2.087 6.421 6.864 -0.603 0.077 0.335
H -3.014 8.582 8.060 -0.111 0.302 -0.094
H -3.812 8.165 6.526 -0.002 0.094 0.006
H -2.556 9.415 6.509 -0.105 0.124 0.323
H -0.537 4.707 6.234 -0.944 -0.391 0.373
H -0.627 4.208 4.558 -0.378 -0.083 -0.074
H -2.153 4.999 5.235 0.206 -0.460 0.373
O -2.134 -0.454 -0.753 0.978 -0.231 0.229
S -0.754 -0.299 -1.118 2.042 0.364 -1.753
O -0.385 -0.325 -2.550 -0.756 0.044 2.893
O -0.218 1.161 -0.559 -0.133 -2.800 -1.297
C -0.488 1.348 0.803 -1.030 2.104 2.057
C -0.961 2.789 0.903 0.304 1.237 -0.258
C 0.385 -1.493 -0.193 -0.821 0.622 -0.134
H 0.355 1.273 1.490 0.792 -0.267 -0.600
H -1.225 0.692 1.265 -0.332 -0.363 -0.681
H -1.810 3.104 0.296 -0.582 -0.844 0.280
H -0.241 3.455 0.428 0.531 -0.327 0.146
H -1.047 3.175 1.919 -0.187 -0.326 0.117
H 0.198 -1.536 0.881 -0.437 0.561 -0.123
H 1.418 -1.182 -0.345 -0.166 0.070 -0.397
H 0.196 -2.512 -0.531 -0.027 0.234 -0.494
O 3.051 -1.209 5.641 1.185 -2.526 -0.325
S 3.428 -2.233 4.658 0.168 2.220 -2.130
O 4.807 -2.723 4.420 -3.140 0.708 1.315
O 2.470 -3.581 4.903 0.712 -0.173 2.271
C 2.457 -4.152 6.261 -0.161 -0.920 0.197
C 2.049 -5.621 6.328 -0.591 -0.044 -0.712
C 2.590 -1.645 3.137 0.068 -1.138 0.801
H 1.786 -3.607 6.925 -0.599 0.791 -0.484
H 3.379 -4.032 6.831 0.736 0.550 -0.741
H 1.046 -5.799 6.716 -0.038 0.452 0.178
H 2.731 -6.143 6.999 0.140 -0.077 -0.308
H 1.999 -6.067 5.334 0.535 -0.125 0.026
H 3.130 -0.753 2.820 0.058 -0.203 -0.183
H 1.562 -1.431 3.431 0.135 0.270 0.333
H 2.512 -2.486 2.448 0.551 0.245 -0.289
O 2.386 -0.987 -2.695 -1.024 -2.247 -1.252
S 2.448 -2.397 -3.104 3.283 1.947 0.082
O 1.479 -3.394 -2.740 -0.123 0.493 -0.210
O 2.689 -2.432 -4.762 -0.629 1.850 2.653
C 3.070 -3.635 -5.379 0.225 -1.119 -0.247
C 2.824 -3.458 -6.867 -1.090 -0.037 0.482
C 4.118 -2.895 -2.458 -1.558 0.009 -2.001
H 2.477 -4.410 -4.894 -0.068 -0.473 -0.514
H 4.118 -3.879 -5.202 0.195 0.272 0.162
H 3.109 -4.344 -7.435 0.279 0.239 -0.013
H 3.234 -2.519 -7.240 0.493 -0.287 -0.012
H 1.746 -3.339 -6.980 -0.183 -0.099 -0.209
H 4.204 -3.848 -2.980 0.443 -0.564 1.114
H 4.081 -2.808 -1.372 0.069 -0.468 -0.213
H 4.861 -2.254 -2.934 -0.248 0.377 0.193
O 4.513 -5.345 -0.260 -1.248 -1.157 -0.868
S 3.535 -6.207 -0.927 -0.061 -0.728 -1.776
O 3.531 -6.355 -2.434 -0.124 0.548 4.761
O 3.667 -7.755 -0.351 -0.314 1.241 -1.043
C 4.067 -7.982 1.023 -1.291 1.596 0.248
C 3.721 -9.372 1.435 1.734 -0.993 -0.810
C 1.819 -5.784 -0.297 1.160 0.025 -0.927
H 3.475 -7.325 1.660 0.311 0.685 0.018
H 5.132 -7.750 1.059 -0.116 -0.150 0.462
H 4.454 -9.882 0.811 -0.360 -1.176 0.122
H 2.727 -9.787 1.265 -0.003 0.593 -0.115
H 4.037 -9.546 2.464 -0.126 0.122 0.048
H 1.747 -5.900 0.785 0.187 -0.462 -0.175
H 1.172 -6.420 -0.901 -0.096 -0.023 0.368
H 1.609 -4.736 -0.510 0.273 -0.035 -0.330
O -6.786 0.239 -5.933 -0.118 0.188 1.106
S -6.871 0.852 -4.623 -0.104 1.088 -0.098
O -8.194 1.172 -4.063 2.935 -0.995 -0.448
O -5.941 -0.093 -3.559 -1.307 1.478 -1.236
C -4.767 -0.678 -4.173 -0.077 -0.558 -0.300
C -3.960 -1.284 -3.058 -0.925 0.383 0.076
C -5.782 2.400 -4.652 -0.878 -1.869 0.748
H -4.144 0.034 -4.715 -0.283 0.344 -0.023
H -5.098 -1.450 -4.867 -0.056 0.103 -0.163
H -3.107 -1.817 -3.479 0.143 0.187 0.289
H -4.624 -1.972 -2.534 0.202 -0.265 0.167
H -3.707 -0.473 -2.376 0.473 -0.322 -0.089
H -4.858 2.066 -5.124 -0.115 0.308 -0.079
H -5.620 2.563 -3.586 0.072 0.353 -0.184
H -6.290 3.228 -5.145 -0.004 -0.330 -0.005
O -1.885 2.033 8.427 -1.138 0.188 -1.133
S -3.067 2.324 7.633 0.244 0.797 -1.032
O -3.452 3.707 7.342 0.476 -2.143 0.671
O -2.816 1.567 6.143 0.154 0.203 2.441
C -3.686 1.948 5.092 -0.896 0.479 -2.061
C -3.122 1.466 3.722 0.249 0.267 0.242
C -4.452 1.351 8.284 0.669 0.240 -0.961
H -3.789 3.033 5.115 0.251 0.041 -0.252
H -4.707 1.584 5.203 0.010 -0.438 0.347
H -3.524 1.942 2.828 -0.271 0.913 0.481
H -3.343 0.450 3.396 0.171 -0.492 0.989
H -2.050 1.664 3.736 0.154 -0.216 -0.128
H -4.013 0.367 8.447 -0.189 0.084 0.244
H -5.162 1.296 7.458 -0.148 0.029 0.173
H -4.904 1.799 9.169 0.321 0.043 -0.112
O 1.499 6.175 -2.315 2.365 0.487 1.593
S 2.737 6.440 -1.535 -2.265 0.023 -1.381
O 3.468 7.685 -1.792 -1.215 -2.316 1.244
O 2.327 6.296 0.090 2.064 2.433 -2.386
C 1.536 5.240 0.487 -0.659 -2.334 0.390
C 2.158 4.556 1.725 -0.932 -0.052 0.344
C 3.829 4.995 -1.716 -0.567 0.844 0.734
H 1.496 4.447 -0.261 0.223 0.079 -0.547
H 0.486 5.527 0.545 0.105 0.360 0.587
H 1.922 3.492 1.710 0.218 -0.180 -0.343
H 1.722 4.848 2.680 0.203 0.681 -0.061
H 3.241 4.681 1.747 -0.086 0.038 -0.067
H 3.451 4.303 -0.963 0.387 -0.076 0.083
H 4.793 5.435 -1.459 0.159 -0.566 -0.121
H 3.760 4.497 -2.683 0.038 0.567 -0.121
O 3.761 -0.717 0.271 0.576 1.227 0.268
S 4.360 0.601 0.047 0.235 0.372 -0.424
O 3.738 1.801 0.630 1.468 -2.374 -0.731
O 5.963 0.568 0.510 -1.739 0.777 -0.433
C 6.713 -0.665 0.450 -0.358 0.356 -0.589
C 6.493 -1.345 1.765 0.466 -0.685 0.799
C 4.628 0.858 -1.724 -0.036 0.395 1.323
H 7.749 -0.376 0.272 0.076 0.355 0.637
H 6.554 -1.202 -0.485 -0.962 -0.409 0.190
H 6.708 -2.414 1.755 0.397 0.043 -0.054
H 5.497 -1.280 2.204 -0.217 0.259 -0.696
H 7.131 -0.823 2.478 0.159 -0.322 0.202
H 5.129 -0.007 -2.158 -0.240 0.113 0.069
H 5.297 1.718 -1.671 -0.057 0.049 -0.502
H 3.677 1.103 -2.196 0.191 -0.165 0.060
O 0.111 0.117 -7.593 -2.438 0.304 0.463
S -1.237 -0.161 -7.066 1.534 -0.967 -0.835
O -2.114 0.882 -6.553 1.172 -1.701 -1.214
O -2.032 -1.111 -8.169 -0.926 3.417 1.868
C -1.365 -2.190 -8.669 1.442 -2.549 -1.934
C -2.028 -3.548 -8.375 0.359 0.463 -0.117
C -1.005 -1.457 -5.895 -0.620 0.311 1.455
H -0.301 -2.234 -8.435 0.055 0.219 0.690
H -1.281 -2.072 -9.749 -0.490 0.104 -0.232
H -3.092 -3.525 -8.607 0.011 0.044 0.244
H -1.829 -3.884 -7.357 -0.328 0.089 0.108
H -1.576 -4.295 -9.029 0.061 0.037 -0.090
H -0.296 -2.237 -6.171 -0.178 0.310 -0.413
H -2.011 -1.839 -5.722 0.106 -0.271 0.035
H -0.677 -1.022 -4.950 0.103 0.200 0.025
O 2.194 3.702 5.410 -0.446 -2.454 -0.048
S 1.914 2.268 5.304 0.553 0.999 0.547
O 0.894 1.809 4.386 1.106 -0.020 0.316
O 3.336 1.485 4.998 -2.495 -0.280 -0.016
C 4.593 2.123 4.996 1.241 0.206 0.472
C 5.642 1.037 5.249 -0.400 -0.098 -0.679
C 1.574 1.529 6.944 -0.146 1.304 -0.788
H 4.685 2.848 5.805 -0.330 0.292 -0.200
H 4.728 2.598 4.024 0.153 0.096 0.104
H 5.657 0.643 6.266 0.003 0.410 0.118
H 6.617 1.415 4.943 0.047 -0.088 0.233
H 5.403 0.178 4.622 0.166 -0.034 -0.282
H 2.187 2.156 7.592 0.298 -0.616 0.250
H 1.735 0.451 6.935 0.297 0.338 0.009
H 0.542 1.758 7.207 -0.143 -0.022 -0.238
O -2.130 -2.443 2.348 0.277 0.189 0.443
S -1.167 -3.314 2.935 0.288 -2.286 0.659
O 0.055 -3.595 2.168 -1.293 0.363 1.753
O -0.716 -2.831 4.460 1.094 -1.093 -2.614
C -1.557 -2.022 5.202 -2.065 2.567 1.270
C -0.715 -0.931 5.837 0.658 -0.633 0.177
C -1.952 -4.922 3.499 0.643 1.140 -1.008
H -2.087 -2.564 5.985 0.189 -0.513 -0.032
H -2.348 -1.531 4.634 0.065 -0.298 -0.608
H -0.063 -1.518 6.483 0.623 0.451 0.282
H -1.206 -0.170 6.444 -0.421 -0.360 -0.163
H -0.136 -0.403 5.079 0.059 -0.007 -0.021
H -2.093 -5.551 2.620 0.245 -0.015 0.028
H -2.950 -4.742 3.898 0.230 0.344 0.192
H -1.240 -5.316 4.224 -0.238 -0.121 -0.126
O -5.950 -0.333 2.777 0.505 0.922 -2.063
S -5.728 -0.228 1.330 -1.396 -0.257 -0.214
O -6.831 -0.529 0.407 1.825 0.794 1.536
O -5.116 1.282 0.992 -1.666 -1.818 1.830
C -4.866 1.600 -0.358 1.955 -0.043 -1.206
C -4.904 3.096 -0.588 -0.740 0.137 -0.065
C -4.365 -1.292 0.941 -0.011 0.519 0.125
H -5.404 1.032 -1.117 -1.094 0.168 0.459
H -3.865 1.212 -0.546 0.456 0.381 -0.092
H -5.851 3.524 -0.258 -0.289 -0.209 -0.177
H -4.821 3.235 -1.665 0.118 0.243 0.058
H -4.167 3.720 -0.084 0.435 -0.524 0.007
H -4.555 -2.222 1.476 -0.126 0.071 -0.341
H -3.450 -0.840 1.325 -0.212 0.027 -0.068
H -4.295 -1.392 -0.142 -0.072 -0.187 0.213
O -4.101 -6.199 1.421 -1.431 1.831 -1.391
S -4.870 -5.226 0.608 0.113 0.867 0.717
O -5.840 -4.286 1.237 2.734 -2.560 -1.655
O -3.796 -4.293 -0.248 -2.257 -0.059 1.368
C -2.542 -4.782 -0.607 2.076 -0.088 -0.751
C -2.140 -4.077 -1.905 -0.071 -0.208 -0.142
C -5.609 -6.008 -0.861 0.369 0.416 1.314
H -2.502 -5.855 -0.795 -0.349 -0.177 0.343
H -1.840 -4.517 0.184 0.154 -0.262 0.147
H -1.330 -4.504 -2.496 0.226 -0.624 0.525
H -1.796 -3.056 -1.738 -0.742 0.188 -0.073
H -3.012 -4.192 -2.549 -0.039 0.737 -0.153
H -4.862 -6.609 -1.379 0.038 0.054 0.235
H -5.874 -5.129 -1.449 -0.498 -0.349 -0.042
H -6.416 -6.625 -0.464 -0.187 0.183 -0.440
O -1.413 4.012 -2.021 -0.945 -0.674 -1.849
S -1.788 3.270 -3.225 0.249 -0.789 -0.638
O -2.622 2.062 -3.106 0.975 2.353 -0.350
O -2.503 4.250 -4.399 -0.577 -3.382 2.455
C -1.887 5.459 -4.621 1.061 1.743 -1.296
C -2.836 6.323 -5.432 -0.794 0.351 1.594
C -0.212 2.811 -4.081 -1.513 0.055 1.481
H -1.024 5.300 -5.267 0.534 -0.082 0.282
H -1.598 5.921 -3.676 0.112 0.189 -0.107
H -3.620 6.612 -4.732 -0.361 0.044 -0.048
H -3.345 5.773 -6.223 0.527 0.206 -0.301
H -2.371 7.277 -5.681 0.124 -0.306 -0.591
H -0.432 2.341 -5.039 -0.004 0.464 -0.020
H 0.117 2.049 -3.376 0.386 -0.034 -0.075
H 0.411 3.703 -4.021 0.091 -0.195 -0.404
O 4.444 0.133 -4.751 0.816 1.628 -0.962
S 3.767 1.326 -5.235 -1.991 -1.145 0.187
O 3.700 2.506 -4.371 0.501 -1.054 -1.504
O 4.247 1.702 -6.814 0.141 -0.801 2.368
C 3.646 2.850 -7.452 -0.860 0.879 0.318
C 4.353 3.163 -8.750 0.202 -0.695 0.453
C 2.062 0.663 -5.544 1.935 1.082 -0.623
H 3.668 3.704 -6.774 0.015 -0.057 0.150
H 2.604 2.607 -7.663 -0.116 -0.033 0.021
H 5.325 3.611 -8.546 0.080 -0.258 -0.221
H 3.787 3.837 -9.394 -0.162 -0.055 0.239
H 4.421 2.186 -9.228 0.462 0.224 -0.492
H 2.243 -0.187 -6.202 -0.143 0.266 -0.105
H 1.624 1.514 -6.065 -0.750 -0.509 0.205
H 1.612 0.295 -4.621 0.095 0.570 0.099
```
Positions in Å, forces in eV/Å.

## Properties
* HOMO-LUMO gap (spin up / spin down): 8.809 / 1.691 eV
* 2S+1: 2
* net charge: +1